[1]
Computed, not measured: a 2-piece molecular cluster, C2H5BrN overall at a distorted geometry, with the ωB97M-V functional and the def2-TZVPD basis.

Last column: Löwdin charge in e.
Positions of all 9 atoms, in Å:
C -0.37 -0.07 -0.90  -0.0869
C 0.71 -0.44 -0.06  -0.6270
N -0.21 0.62 0.40  0.0892
Br 2.53 -0.10 -0.09  0.8859
H -0.25 0.42 -1.91  0.1752
H -1.15 -0.70 -1.03  0.0955
H -0.36 -1.84 2.10  0.1422
H -0.02 1.64 0.37  0.1952
H -0.87 0.48 1.12  0.1307

Computed properties:
**Total charge**: +1
**Lowest unoccupied orbital energy (alpha / beta)**: -4.34 / -6.55 eV
**Kohn-Sham gap (alpha / beta)**: 10.35 / 8.75 eV
**ΔE to the lowest compared entry with this formula, charge and spin**: 108.75 kcal/mol

[2]
Computed, not measured: a 2-piece molecular cluster, C11H14N2 overall at a distorted geometry, with the ωB97M-V functional and the def2-TZVPD basis.

Last column: Löwdin charge in e.
Positions of all 27 atoms, in Å:
C -1.60 1.07 -2.88  -0.0477
C 0.02 -1.87 -1.67  -0.2238
C -0.64 0.00 -2.51  -0.3559
C 0.70 -0.09 -2.74  -0.0882
N -1.06 -1.17 -1.89  0.0967
N 1.11 -1.28 -2.21  0.0492
H -0.03 -2.82 -1.18  0.1125
H 2.09 -1.53 -2.19  0.1439
H 1.31 0.59 -3.30  0.1121
H -1.48 1.96 -2.27  0.0679
H -2.63 0.77 -2.68  0.0717
H -1.41 1.39 -3.89  0.0690
C -1.55 0.56 3.20  -0.0559
C -0.34 0.33 2.34  -0.2790
C 0.16 -0.97 2.17  -0.0520
C 0.30 1.36 1.67  -0.0527
C 1.26 -1.21 1.36  -0.1054
C 1.48 1.14 0.96  -0.0880
C 1.99 -0.13 0.86  -0.1121
H -2.33 -0.16 3.01  0.0776
H -1.94 1.57 3.14  0.0729
H -0.45 -1.78 2.55  0.1078
H -0.03 2.39 1.79  0.1062
H 1.57 -2.24 1.30  0.0994
H 1.92 2.03 0.54  0.0982
H 2.86 -0.36 0.26  0.0933
H -1.28 0.46 4.26  0.0822

Computed properties:
**Total charge**: 0
**Lowest unoccupied orbital energy**: 0.83 eV
**Kohn-Sham gap**: 9.18 eV
**ΔE to the lowest compared entry with this formula, charge and spin**: 5.76 kcal/mol
**SMILES**: Cc1c[nH]cn1.Cc1ccccc1

[3]
Computed, not measured: a 3-piece molecular cluster, C36H38BrClN3O7P2S overall at a distorted geometry, with the ωB97M-V functional and the def2-TZVPD basis.

Last column: Löwdin charge in e.
Positions of all 89 atoms, in Å:
C -0.95 1.37 7.44  -0.1427
C -0.75 -0.04 6.54  -0.4044
N -1.36 0.14 5.23  -0.3982
P -2.83 -0.72 4.79  -0.2339
S -3.74 -0.55 6.73  0.4632
Cl -3.62 1.26 4.39  0.2040
Br -2.03 -0.76 2.62  0.4089
C -4.36 -1.60 4.13  -0.5108
C -5.70 -0.76 3.76  -0.2727
N -6.49 -0.20 4.92  -0.1500
C -7.05 1.17 4.66  -0.2466
C -6.58 2.25 5.86  -0.1424
C -7.59 -1.23 5.22  -0.2616
C -7.44 -2.39 6.41  -0.0427
O -8.75 -1.32 4.52  -0.0852
P -2.00 -2.73 5.23  0.5490
N -0.41 -2.86 4.99  -0.2523
O -2.39 -3.12 6.91  -0.3618
O -2.74 -4.02 4.30  -0.3076
H -0.60 1.06 8.54  0.0728
H -2.04 1.78 7.40  0.0515
H -0.13 2.12 7.03  0.0694
H -0.98 -0.96 7.21  0.0778
H 0.43 -0.08 6.39  0.1242
H -0.68 0.12 4.41  0.0275
H -4.88 -1.37 6.85  -0.1568
H -4.06 -2.14 3.11  0.0486
H -4.69 -2.41 4.95  0.0641
H -5.57 0.01 2.85  0.1231
H -6.43 -1.58 3.28  0.1286
H -6.72 1.67 3.66  0.1118
H -8.24 1.23 4.67  0.1188
H -6.20 1.71 6.83  0.0660
H -7.50 2.96 6.08  0.0656
H -5.74 2.96 5.39  0.0487
H -7.05 -1.95 7.43  0.0776
H -6.69 -3.20 5.95  0.0912
H -8.47 -2.97 6.52  0.0940
H -0.05 -1.96 4.62  -0.0679
H -1.99 -4.01 7.15  0.0622
H -2.87 -4.79 4.96  0.0780
C 4.33 2.29 -3.58  -0.0656
C 3.73 3.33 -4.28  -0.0615
C 2.54 3.90 -3.82  0.0004
C 1.93 3.40 -2.65  -0.0872
C 2.52 2.34 -1.97  -0.0839
C 3.72 1.79 -2.42  0.0044
C 1.86 1.77 -0.77  -0.2794
O 2.38 0.84 -0.16  0.0972
C 0.58 2.34 -0.32  -0.0874
C -0.08 1.78 0.78  0.0009
C -1.29 2.32 1.23  -0.0744
C -1.84 3.43 0.58  -0.0462
C -1.19 3.99 -0.52  -0.0012
C 0.02 3.44 -0.98  -0.0964
C 0.68 4.01 -2.16  -0.2838
O 0.20 4.98 -2.74  0.0825
H 5.26 1.86 -3.93  0.0946
H 4.19 3.72 -5.19  0.1044
H 2.08 4.72 -4.37  0.1178
H 4.19 0.97 -1.88  0.1178
H 0.34 0.92 1.30  0.1032
H -1.80 1.88 2.08  0.0201
H -2.78 3.86 0.93  0.1093
H -1.62 4.85 -1.03  0.1164
C 6.04 -3.15 -4.38  -0.0511
C 6.26 -4.28 -5.15  -0.0554
C 6.27 -4.19 -6.55  0.0050
C 6.05 -2.95 -7.16  -0.0874
C 5.80 -1.82 -6.39  -0.0828
C 5.81 -1.92 -4.99  0.0120
C 5.52 -0.52 -7.03  -0.2721
O 5.30 0.47 -6.35  0.0910
C 5.48 -0.44 -8.51  -0.0833
C 5.15 0.77 -9.13  0.0073
C 5.13 0.86 -10.52  -0.0590
C 5.44 -0.26 -11.30  -0.0609
C 5.76 -1.47 -10.68  0.0047
C 5.77 -1.56 -9.28  -0.0855
C 6.08 -2.86 -8.64  -0.2788
O 6.35 -3.84 -9.32  0.0936
H 6.04 -3.22 -3.29  0.1113
H 6.43 -5.25 -4.68  0.1083
H 6.45 -5.08 -7.15  0.1208
H 5.63 -1.03 -4.38  0.1166
H 4.91 1.65 -8.53  0.1208
H 4.87 1.80 -11.00  0.1070
H 5.43 -0.19 -12.38  0.1063
H 6.00 -2.34 -11.29  0.1206

Computed properties:
**Total charge**: -1
**Lowest unoccupied orbital energy**: -0.14 eV
**Kohn-Sham gap**: 4.98 eV

[4]
Computed, not measured: C5H8O in the gas phase at a distorted geometry, with the ωB97M-V functional and the def2-TZVPD basis.

Last column: Löwdin charge in e.
Positions of all 14 atoms, in Å:
C -1.87 0.19 0.26  -0.0262
C -0.41 0.24 -0.01  -0.3046
C 0.67 -0.25 0.95  -0.1061
C 1.58 -0.36 -0.29  -0.1018
C 0.59 0.57 -1.05  -0.2832
O -0.36 -0.30 -1.53  -0.0365
H -2.18 0.63 1.20  0.0822
H -2.07 -0.90 0.31  0.0988
H -2.41 0.58 -0.60  0.0842
H 1.03 0.60 1.57  0.1252
H 0.48 -1.09 1.63  0.1067
H 2.61 -0.05 -0.21  0.0993
H 1.47 -1.36 -0.70  0.1196
H 0.86 1.50 -1.53  0.1424

Computed properties:
**Total charge**: 0
**Lowest unoccupied orbital energy**: 1.13 eV
**Kohn-Sham gap**: 10.32 eV
**ΔE to the lowest compared entry with this formula, charge and spin**: 76.66 kcal/mol
**SMILES**: C[C@]12CC[C@H]1O2

[5]
Computed, not measured: C20H27N2O2P2PdS as an isolated structure at a distorted geometry, with the ωB97M-V functional and the def2-TZVPD basis.

Last column: Löwdin charge in e.
Positions of all 55 atoms, in Å:
Pd 0.45 -0.31 0.65  0.4590
C 0.92 -3.37 1.92  -0.2368
P 0.14 -2.52 0.51  0.8061
C 0.71 -3.49 -0.92  -0.2193
C -1.64 -2.68 0.70  -0.3826
C -2.31 -3.73 1.31  -0.0694
C -3.68 -3.66 1.47  -0.0609
C -4.38 -2.55 1.02  -0.0524
C -3.71 -1.51 0.39  -0.0685
C -2.33 -1.55 0.24  -0.3426
P -1.25 -0.33 -0.73  0.7757
C -1.63 -1.14 -2.32  -0.1553
C -2.27 1.17 -0.60  -0.1817
H 0.57 -2.93 2.85  0.0502
H 2.01 -3.28 1.85  0.0479
H 0.67 -4.43 1.90  0.0545
H 0.09 -4.38 -1.05  0.0641
H 1.74 -3.81 -0.74  0.0542
H 0.70 -2.90 -1.83  0.0359
H -1.77 -4.60 1.67  0.1080
H -4.21 -4.47 1.96  0.1136
H -5.45 -2.49 1.16  0.1148
H -4.29 -0.66 0.04  0.1015
H -2.72 -1.18 -2.36  0.0677
H -1.29 -2.18 -2.31  0.0411
H -1.23 -0.63 -3.19  0.0544
H -3.30 0.94 -0.90  0.0503
H -1.88 1.94 -1.25  0.0580
H -2.28 1.52 0.43  0.0261
S -0.24 1.35 2.50  0.6792
C 1.43 1.30 2.38  -0.9224
N 2.13 0.12 2.56  -0.0175
C 3.57 0.41 2.52  -0.1135
C 3.60 1.71 1.71  -0.1191
N 2.26 2.25 1.99  0.0525
H 1.74 -0.56 3.19  0.1201
H 4.13 -0.40 2.06  0.1231
H 3.94 0.58 3.54  0.1282
H 3.68 1.51 0.64  0.0977
H 4.38 2.39 2.03  0.1268
H 1.89 3.05 1.50  0.1536
O 0.03 0.79 -1.93  -0.1837
C 1.24 1.16 -1.78  -0.5411
O 1.90 1.03 -0.74  -0.0550
C 1.85 1.82 -2.98  -0.1344
C 3.16 2.31 -2.88  -0.0215
C 3.76 2.93 -3.96  -0.0679
C 3.06 3.06 -5.15  -0.0710
C 1.76 2.57 -5.26  -0.0673
C 1.16 1.96 -4.17  -0.0198
H 3.68 2.20 -1.94  0.1050
H 4.77 3.31 -3.88  0.1072
H 3.52 3.54 -6.00  0.1085
H 1.22 2.67 -6.19  0.1079
H 0.15 1.58 -4.25  0.1108

Computed properties:
**Total charge**: +1
**Lowest unoccupied orbital energy**: -3.42 eV
**Kohn-Sham gap**: 7.83 eV
**ΔE to the lowest compared entry with this formula, charge and spin**: 46.94 kcal/mol

[6]
Computed, not measured: C6H10O2 in the gas phase at a distorted geometry, with the ωB97M-V functional and the def2-TZVPD basis.

Last column: Löwdin charge in e.
Positions of all 18 atoms, in Å:
C 0.11 -0.62 -1.44  -0.1407
C 0.36 0.80 -1.01  -0.1476
C -1.07 -1.24 -1.22  -0.0299
C 0.09 0.94 0.47  -0.2611
C 0.64 -0.19 1.32  -0.4227
C -0.65 1.90 1.00  0.0729
O 1.77 -0.73 0.55  -0.0412
O -0.27 -1.20 1.53  -0.0438
H 2.05 -1.53 1.01  0.0993
H 0.90 -1.13 -1.98  0.1117
H 0.98 0.19 2.30  0.1525
H -0.27 1.48 -1.59  0.1220
H 1.41 1.03 -1.18  0.1201
H -1.32 -2.17 -1.72  0.0661
H -1.94 -0.63 -1.01  0.0857
H -0.70 -1.42 0.55  0.1232
H -0.87 1.92 2.05  0.0694
H -1.21 2.59 0.38  0.0642

Computed properties:
**Total charge**: 0
**Lowest unoccupied orbital energy**: 0.94 eV
**Kohn-Sham gap**: 10.28 eV
**ΔE to the lowest compared entry with this formula, charge and spin**: 48.76 kcal/mol
**SMILES**: C=CCC(=C)C(O)O

[7]
Computed, not measured: a 2-piece molecular cluster, H2O overall, with the ωB97M-V functional and the def2-TZVPD basis.

Last column: Löwdin spin population.
Positions of all 3 atoms, in Å:
O 0.23 0.45 -0.47  0.3081
H -1.28 -0.82 0.42  0.6974
H 1.05 0.37 0.05  -0.0055

Computed properties:
**Total charge**: -1
**Lowest unoccupied orbital energy (alpha / beta)**: 6.31 / 5.51 eV
**Kohn-Sham gap (alpha / beta)**: 8.56 / 7.88 eV
**2S+1**: 2
**ΔE to the lowest compared entry with this formula, charge and spin**: 36.66 kcal/mol

[8]
Computed, not measured: C30H46IN6O6PSiTi as an isolated structure at a distorted geometry, with the ωB97M-V functional and the def2-TZVPD basis.

Last column: Löwdin charge in e.
Positions of all 92 atoms, in Å:
Ti -0.53 0.85 -1.14  0.9921
O -2.76 1.60 -6.85  0.0856
C -2.33 1.46 -5.57  -0.2657
C -2.67 2.36 -4.56  0.0931
C -2.17 2.11 -3.30  -0.1472
N -1.42 1.06 -3.07  0.0439
C -1.09 0.18 -4.01  -0.1536
C -1.53 0.34 -5.30  0.1044
C -0.26 -0.95 -3.42  -0.5405
O 0.09 -1.89 -4.09  0.1069
O -0.05 -0.78 -2.14  -0.1430
C -2.42 2.91 -2.03  -0.5568
O -3.18 3.85 -2.02  0.0956
O -1.77 2.41 -1.01  -0.1382
H -3.30 2.40 -6.92  0.1165
H -3.30 3.22 -4.74  0.1352
H -1.27 -0.37 -6.08  0.1396
N -0.22 0.37 0.61  -0.2279
P 0.54 -0.81 1.31  0.6092
N 2.18 -0.74 1.17  -0.1910
C 2.75 -0.08 -0.02  -0.1902
C 4.26 -0.22 -0.04  -0.1778
C 4.86 0.21 1.29  -0.1769
C 4.29 -0.61 2.46  -0.1651
C 3.13 -1.49 2.00  -0.2223
N 0.09 -2.28 0.68  -0.1820
C 1.02 -3.36 0.38  -0.1925
C 0.88 -4.51 1.37  -0.1785
C -0.55 -5.04 1.33  -0.2015
C -1.55 -3.90 1.54  -0.1749
C -1.29 -2.75 0.58  -0.2150
N 0.30 -0.79 2.98  -0.1866
C -1.12 -0.82 3.38  -0.2141
C -1.66 0.57 3.67  -0.1876
C -0.98 1.15 4.91  -0.1904
C 0.42 0.54 5.06  -0.1848
C 1.06 0.26 3.71  -0.2130
H 2.48 0.97 0.00  0.0819
H 2.32 -0.51 -0.93  0.1102
H 4.64 0.40 -0.86  0.1120
H 4.56 -1.25 -0.28  0.1142
H 4.64 1.27 1.44  0.1051
H 5.95 0.13 1.26  0.1060
H 3.96 0.06 3.25  0.0913
H 5.05 -1.26 2.89  0.1108
H 2.59 -1.92 2.85  0.1094
H 3.53 -2.34 1.44  0.1065
H 2.03 -2.98 0.32  0.0900
H 0.77 -3.72 -0.63  0.1321
H 1.11 -4.14 2.38  0.1110
H 1.59 -5.30 1.13  0.1119
H -0.70 -5.83 2.07  0.1078
H -0.73 -5.49 0.35  0.1145
H -1.48 -3.54 2.57  0.1024
H -2.58 -4.26 1.40  0.1136
H -1.97 -1.92 0.74  0.0784
H -1.45 -3.09 -0.45  0.1261
H -1.23 -1.47 4.26  0.1192
H -1.70 -1.29 2.59  0.0756
H -2.75 0.53 3.80  0.1098
H -1.47 1.19 2.79  0.0912
H -1.56 0.93 5.81  0.1054
H -0.91 2.23 4.84  0.1081
H 0.38 -0.39 5.64  0.1127
H 1.08 1.22 5.62  0.1123
H 2.08 -0.09 3.87  0.0797
H 1.11 1.18 3.13  0.1228
I -5.42 -2.72 -3.05  0.9047
C -4.62 -1.41 -1.65  -0.7172
C -5.39 -0.90 -0.62  -0.1213
C -4.79 -0.03 0.28  -0.0292
C -3.46 0.30 0.10  -0.1194
N -2.72 -0.20 -0.89  0.0182
C -3.29 -1.03 -1.75  -0.1950
H -6.43 -1.17 -0.52  0.1014
H -5.35 0.40 1.10  0.1131
H -2.95 0.98 0.78  0.1049
H -2.66 -1.44 -2.53  0.0980
C 3.12 2.95 -3.02  -0.1538
Si 1.70 3.28 -1.85  0.3320
C 2.33 3.79 -0.18  -0.1533
C 0.59 4.59 -2.55  -0.1501
O 0.85 1.87 -1.68  -0.3905
H 4.01 3.52 -2.74  0.0306
H 2.86 3.20 -4.05  0.0284
H 3.39 1.89 -2.99  0.0262
H 2.46 4.88 -0.12  0.0331
H 3.29 3.33 0.06  0.0202
H 1.62 3.49 0.60  0.0351
H 1.13 5.54 -2.64  0.0374
H -0.28 4.77 -1.91  0.0349
H 0.23 4.32 -3.54  0.0347

Computed properties:
**Total charge**: 0
**Lowest unoccupied orbital energy**: 0.09 eV
**Kohn-Sham gap**: 8.36 eV
**ΔE to the lowest compared entry with this formula, charge and spin**: 12.95 kcal/mol